ORCA calculation (wB97M-V/def2-TZVPD) on 4 unconnected molecules or ions with the total composition C8H24O4 at a distorted geometry.

Positions of all 36 atoms, in Å:
1 C 3.446 -9.811 -15.935
2 C 3.185 -8.772 -14.905
3 O 3.841 -8.924 -13.732
4 H 3.060 -10.735 -15.505
5 H 4.501 -10.061 -16.047
6 H 3.047 -9.700 -16.943
7 H 2.133 -8.646 -14.651
8 H 3.339 -7.761 -15.281
9 H 3.353 -8.404 -13.091
10 C 1.192 -5.520 -10.810
11 C 1.640 -6.896 -11.141
12 O 2.662 -6.730 -11.966
13 H 0.278 -5.636 -10.228
14 H 0.909 -4.915 -11.671
15 H 1.929 -5.021 -10.181
16 H 0.962 -7.470 -11.772
17 H 1.877 -7.467 -10.244
18 H 3.215 -6.032 -11.607
19 C 5.650 -9.724 -10.974
20 C 6.462 -9.787 -12.198
21 O 5.871 -10.748 -13.111
22 H 6.206 -9.176 -10.213
23 H 5.386 -10.623 -10.417
24 H 4.679 -9.279 -11.188
25 H 7.416 -10.287 -12.030
26 H 6.561 -8.746 -12.503
27 H 5.055 -10.305 -13.358
28 C 2.582 -5.113 -16.183
29 C 2.070 -3.711 -16.043
30 O 3.103 -3.008 -15.308
31 H 3.500 -5.145 -16.770
32 H 1.826 -5.811 -16.543
33 H 2.868 -5.516 -15.211
34 H 1.141 -3.845 -15.489
35 H 1.831 -3.125 -16.930
36 H 2.763 -2.237 -14.848

Forces on atoms 1 to 3 (eV/Å):
C 0.5 -1.8 0.4
C -2.1 2.5 -2.0
O 1.5 -0.9 1.9

Properties
LUMO = 0.55 eV
energy above the lowest of the compared OMol25 structures with the same formula, charge and spin = 40.73 kcal/mol
SMILES = CCO.CCO.CCO.CCO
HOMO-LUMO gap = 10.09 eV
total charge = 0
HOMO level = -9.547 eV

ORCA calculation (wB97M-V/def2-TZVPD) on a molecular structure, C39H28AsN4OS2Sn.

Positions of all 76 atoms, in Å:
1 Sn 0.531 0.381 -0.313
2 C -6.410 -7.984 8.323
3 O -5.772 -6.758 8.669
4 C -5.130 -6.080 7.708
5 C -5.041 -6.485 6.377
6 C -4.348 -5.702 5.470
7 C -3.736 -4.516 5.863
8 C -3.833 -4.121 7.203
9 C -4.519 -4.887 8.114
10 C -3.016 -3.730 4.872
11 N -2.917 -4.019 3.587
12 C -2.165 -3.022 3.051
13 C -1.794 -2.099 4.008
14 N -2.347 -2.569 5.173
15 C -1.017 -0.949 3.709
16 C -0.595 0.034 4.621
17 C 0.139 1.108 4.183
18 C 0.450 1.210 2.827
19 N 0.056 0.298 1.952
20 C -0.653 -0.776 2.359
21 C -1.022 -1.738 1.348
22 N -0.623 -1.508 0.069
23 C -0.896 -2.415 -0.860
24 C -1.616 -3.577 -0.592
25 C -2.070 -3.803 0.683
26 C -1.764 -2.873 1.688
27 H -6.856 -8.354 9.240
28 H -5.683 -8.710 7.953
29 H -7.189 -7.821 7.578
30 H -5.502 -7.401 6.041
31 H -4.276 -6.017 4.438
32 H -3.376 -3.204 7.557
33 H -4.600 -4.593 9.151
34 H -2.271 -2.171 6.093
35 H -0.844 -0.053 5.671
36 H 0.479 1.872 4.868
37 H 1.021 2.047 2.443
38 H -0.534 -2.223 -1.859
39 H -1.805 -4.276 -1.394
40 H -2.641 -4.685 0.942
41 S -0.736 0.171 -2.999
42 C -1.825 1.451 -3.230
43 C -2.160 1.823 -4.554
44 C -3.058 2.840 -4.791
45 C -3.642 3.509 -3.720
46 C -3.323 3.164 -2.402
47 C -2.431 2.146 -2.147
48 As -1.957 1.708 -0.318
49 C -2.249 3.362 0.613
50 C -3.449 3.647 1.258
51 C -3.621 4.883 1.866
52 C -2.604 5.826 1.830
53 C -1.407 5.542 1.185
54 C -1.227 4.308 0.579
55 C -3.320 0.485 0.274
56 C -3.521 0.326 1.646
57 C -4.426 -0.619 2.106
58 C -5.115 -1.419 1.202
59 C -4.913 -1.261 -0.161
60 C -4.019 -0.305 -0.630
61 H -1.692 1.290 -5.371
62 H -3.307 3.118 -5.806
63 H -4.351 4.305 -3.902
64 H -3.783 3.708 -1.587
65 H -4.252 2.921 1.279
66 H -4.554 5.110 2.364
67 H -2.745 6.789 2.303
68 H -0.617 6.279 1.153
69 H -0.292 4.093 0.072
70 H -2.995 0.955 2.356
71 H -4.599 -0.728 3.169
72 H -5.819 -2.157 1.563
73 H -5.462 -1.871 -0.865
74 H -3.878 -0.181 -1.697
75 S 4.437 -1.750 0.188
76 C 2.934 -1.604 0.142

Forces on atoms 1 to 3 (eV/Å):
Sn 0.2 0.2 -0.1
C 0.0 0.0 0.0
O 0.0 0.0 0.0

Properties
LUMO (alpha / beta) = -5.89 / -7.77 eV
<S²> = 0.777
2S+1 = 2
HOMO-LUMO gap (alpha / beta) = 6.05 / 4.17 eV
total charge = +2
HOMO level (alpha / beta) = -11.939 / -11.939 eV

ORCA calculation (wB97M-V/def2-TZVPD) on a molecular structure, C20H43CeN2OP3 at a distorted geometry.

Positions of all 70 atoms, in Å:
1 Ce -0.349 -0.477 -0.117
2 P 0.762 -2.958 -1.039
3 P 2.441 -0.257 0.897
4 P -3.274 0.205 -0.073
5 H 2.412 3.811 -0.565
6 C 1.381 4.184 -0.656
7 C 0.630 4.395 0.440
8 H 1.005 4.143 1.428
9 C 1.754 -2.810 -2.574
10 C 1.701 -4.205 -0.097
11 C -0.680 -3.925 -1.622
12 C 2.719 1.283 1.860
13 C 2.760 -1.530 2.179
14 C 4.042 -0.305 0.007
15 C -3.670 1.818 0.715
16 C -4.434 -0.851 0.880
17 C -4.219 0.388 -1.635
18 H 1.028 4.439 -1.663
19 H -0.387 4.794 0.375
20 H 1.104 -2.528 -3.415
21 H 2.243 -3.773 -2.780
22 H 2.524 -2.033 -2.453
23 H 1.677 -5.153 -0.654
24 H 1.231 -4.334 0.891
25 H 2.743 -3.875 0.036
26 H -0.321 -4.790 -2.196
27 H -1.321 -3.298 -2.258
28 H -1.265 -4.265 -0.755
29 H 3.800 1.429 1.996
30 H 2.246 1.225 2.849
31 H 2.307 2.150 1.324
32 H 3.828 -1.521 2.431
33 H 2.491 -2.524 1.802
34 H 2.175 -1.331 3.088
35 H 4.862 -0.120 0.718
36 H 4.057 0.478 -0.764
37 H 4.191 -1.281 -0.476
38 H -4.446 2.334 0.136
39 H -2.772 2.448 0.755
40 H -4.030 1.633 1.735
41 H -5.403 -0.893 0.363
42 H -4.567 -0.422 1.881
43 H -4.028 -1.865 0.974
44 H -4.937 1.215 -1.544
45 H -4.760 -0.543 -1.838
46 H -3.527 0.592 -2.462
47 C 0.092 1.287 -2.998
48 C 0.761 0.465 -3.886
49 C 0.364 0.493 -5.229
50 C -0.667 1.349 -5.626
51 C -1.283 2.203 -4.710
52 C -0.902 2.196 -3.360
53 O 0.388 1.123 -1.610
54 H 0.295 1.978 -1.117
55 H 1.572 -0.179 -3.527
56 H 0.861 -0.148 -5.953
57 H -0.968 1.372 -6.675
58 H -2.091 2.866 -5.003
59 H -1.350 2.871 -2.619
60 C 0.801 -0.653 5.337
61 N -0.244 0.116 4.611
62 C -1.254 0.846 5.403
63 C -0.329 0.106 3.326
64 N -0.438 0.051 2.144
65 H 0.593 -0.552 6.406
66 H 1.801 -0.249 5.123
67 H 0.779 -1.717 5.054
68 H -1.227 1.915 5.147
69 H -2.261 0.463 5.180
70 H -1.015 0.701 6.458

Forces on atoms 1 to 3 (eV/Å):
Ce 0.3 0.8 0.2
P 0.5 -1.6 -1.0
P 1.7 0.0 1.2

Properties
LUMO (alpha / beta) = -15.29 / -15.31 eV
HOMO-LUMO gap (alpha / beta) = 4.58 / 4.56 eV
total charge = +4
HOMO level (alpha / beta) = -19.865 / -19.865 eV